No. 1
This record from the OMol25 dataset describes 2 unconnected molecules or ions with the total composition C4H10O3 at a distorted geometry. The level of theory is ωB97M-V with the def2-TZVPD basis set.

Geometry (Å):
C (0.929, 1.833, 0.638)
O (1.738, 1.235, -0.767)
O (1.398, 0.910, 1.419)
H (2.150, 0.697, 0.120)
H (1.130, 0.593, -1.208)
H (-0.125, 1.820, 0.324)
H (1.359, 2.843, 0.686)
C (-0.255, -1.508, -0.429)
C (-1.565, -0.871, -0.096)
C (-1.812, -0.285, 1.067)
O (0.273, -0.899, -1.638)
H (0.828, -1.539, -2.095)
H (-0.391, -2.580, -0.604)
H (0.457, -1.366, 0.390)
H (-2.320, -0.918, -0.874)
H (-1.022, -0.133, 1.794)
H (-2.772, 0.169, 1.273)

Relative energy (zero: lowest compared OMol25 entry of this formula, charge and spin), kcal per mole: 83.6
E_tot, eV: -10449.6188
Gap between HOMO and LUMO, Eh: 0.35956
E_HOMO, Eh: -0.339
E_LUMO, eV: 0.57

=====

No. 2
This record from the OMol25 dataset describes a molecular structure, C39H37AlN2O4S2 at a distorted geometry. The level of theory is ωB97M-V with the def2-TZVPD basis set.

Geometry (Å):
Al (0.462, 0.429, -0.112)
C (-1.484, 5.456, 3.891)
C (-1.368, 3.941, 3.753)
C (-1.763, 3.257, 5.061)
O (-2.187, 3.511, 2.683)
C (-1.430, 2.735, 1.747)
C (-0.023, 2.677, 2.343)
O (-0.038, 3.600, 3.428)
C (1.126, 2.984, 1.331)
O (1.134, 2.021, 0.361)
C (2.491, 2.905, 2.045)
C (3.600, 3.530, 1.479)
C (4.868, 3.373, 2.017)
C (5.059, 2.577, 3.136)
C (3.967, 1.934, 3.698)
C (2.699, 2.094, 3.156)
C (0.916, 4.377, 0.727)
C (0.453, 4.488, -0.579)
C (0.220, 5.733, -1.147)
C (0.465, 6.887, -0.417)
C (0.949, 6.786, 0.880)
C (1.174, 5.541, 1.449)
C (-2.021, 1.328, 1.430)
O (-1.123, 0.680, 0.629)
C (-2.307, 0.534, 2.712)
C (-3.480, 0.740, 3.435)
C (-3.733, 0.025, 4.596)
C (-2.815, -0.907, 5.058)
C (-1.654, -1.136, 4.331)
C (-1.410, -0.430, 3.161)
C (-3.328, 1.442, 0.640)
C (-4.020, 2.628, 0.433)
C (-5.174, 2.642, -0.344)
C (-5.644, 1.474, -0.921)
C (-4.952, 0.284, -0.720)
C (-3.804, 0.272, 0.052)
H (-2.499, 5.722, 4.186)
H (-1.243, 5.927, 2.940)
H (-0.779, 5.804, 4.648)
H (-2.801, 3.489, 5.303)
H (-1.108, 3.606, 5.861)
H (-1.659, 2.179, 4.961)
H (-1.410, 3.258, 0.788)
H (0.164, 1.666, 2.710)
H (3.475, 4.136, 0.590)
H (5.715, 3.866, 1.554)
H (6.049, 2.448, 3.558)
H (4.104, 1.292, 4.561)
H (1.871, 1.571, 3.616)
H (0.287, 3.572, -1.134)
H (-0.152, 5.804, -2.162)
H (0.283, 7.862, -0.855)
H (1.157, 7.682, 1.454)
H (1.551, 5.462, 2.459)
H (-4.196, 1.471, 3.081)
H (-4.651, 0.198, 5.148)
H (-3.012, -1.465, 5.966)
H (-0.939, -1.879, 4.662)
H (-0.536, -0.654, 2.565)
H (-3.672, 3.548, 0.885)
H (-5.705, 3.573, -0.512)
H (-6.539, 1.484, -1.532)
H (-5.305, -0.629, -1.184)
H (-3.239, -0.646, 0.178)
S (-0.302, -2.028, -0.009)
C (-0.626, -1.687, -1.646)
S (-0.383, -0.095, -2.281)
C (-1.092, -2.702, -2.508)
C (-1.364, -4.011, -2.041)
N (-1.623, -5.090, -1.715)
C (-1.311, -2.516, -3.892)
N (-1.493, -2.430, -5.032)
C (4.226, -1.157, -1.902)
C (2.950, -1.420, -1.093)
C (3.233, -2.504, -0.052)
C (2.434, -0.131, -0.448)
H (4.639, -2.082, -2.323)
H (4.989, -0.698, -1.265)
H (4.016, -0.471, -2.726)
H (2.196, -1.806, -1.791)
H (4.000, -2.158, 0.651)
H (3.584, -3.427, -0.526)
H (2.330, -2.735, 0.507)
H (2.667, 0.707, -1.123)
H (3.035, 0.076, 0.453)

Charge: -2
Relative energy (zero: lowest compared OMol25 entry of this formula, charge and spin), kcal per mole: 27.7
E_tot, eV: -80487.2373
Gap between HOMO and LUMO, Eh: 0.21942
E_HOMO, Eh: -0.068
E_LUMO, eV: 4.11

=====

No. 3
This record from the OMol25 dataset describes a molecular structure, C27H34F4FeN5Se2 at a distorted geometry. The level of theory is ωB97M-V with the def2-TZVPD basis set.

Geometry (Å):
Fe (8.875, 11.229, 9.124)
C (9.105, 9.510, 12.366)
C (8.281, 8.937, 11.243)
N (7.477, 9.875, 10.408)
C (6.533, 9.015, 9.670)
C (5.488, 9.681, 8.737)
C (6.744, 10.846, 11.283)
C (7.488, 12.189, 11.298)
N (7.815, 12.649, 9.924)
C (7.145, 13.679, 9.335)
C (7.132, 13.808, 7.933)
F (7.730, 12.783, 7.231)
C (6.510, 14.824, 7.254)
F (6.541, 14.814, 5.932)
C (5.838, 15.846, 7.906)
C (5.838, 15.748, 9.286)
F (5.275, 16.684, 10.058)
C (6.496, 14.731, 9.987)
F (6.554, 14.850, 11.332)
H (9.636, 8.684, 12.815)
H (9.839, 10.233, 12.106)
H (8.423, 9.918, 13.130)
H (8.879, 8.301, 10.587)
H (7.570, 8.286, 11.768)
H (7.086, 8.314, 9.038)
H (5.986, 8.410, 10.402)
H (5.932, 10.212, 7.888)
H (4.882, 8.854, 8.323)
H (4.779, 10.350, 9.222)
H (5.771, 11.058, 10.879)
H (6.596, 10.410, 12.272)
H (6.840, 12.890, 11.845)
H (8.428, 12.136, 11.898)
H (5.402, 16.649, 7.358)
C (12.464, 11.274, 7.268)
Se (10.808, 12.239, 7.217)
C (10.128, 11.468, 5.560)
C (9.776, 9.996, 5.598)
Se (8.475, 9.510, 6.939)
C (9.274, 7.791, 7.398)
H (13.096, 11.576, 6.427)
H (12.282, 10.193, 7.216)
H (13.011, 11.497, 8.191)
H (10.868, 11.605, 4.802)
H (9.227, 12.076, 5.327)
H (10.655, 9.360, 5.810)
H (9.379, 9.666, 4.647)
H (9.053, 7.059, 6.599)
H (8.855, 7.444, 8.337)
H (10.346, 7.852, 7.520)
C (12.451, 12.417, 11.310)
C (11.215, 12.321, 10.703)
N (10.723, 11.181, 10.222)
C (11.479, 10.093, 10.345)
C (12.731, 10.063, 10.939)
C (13.226, 11.262, 11.474)
C (13.658, 8.934, 10.799)
C (13.480, 7.616, 10.620)
C (12.178, 6.840, 10.571)
C (11.418, 6.615, 11.699)
C (10.241, 5.897, 11.490)
N (9.898, 5.399, 10.300)
C (10.749, 5.636, 9.330)
N (11.873, 6.369, 9.389)
H (12.836, 13.364, 11.644)
H (10.644, 13.244, 10.560)
H (11.151, 9.152, 9.896)
H (14.238, 11.294, 11.840)
H (14.706, 9.260, 10.834)
H (14.341, 7.008, 10.530)
H (11.626, 6.978, 12.720)
H (9.487, 5.735, 12.292)
H (10.521, 5.262, 8.361)

Multiplicity: 5
Charge: +1
Relative energy (zero: lowest compared OMol25 entry of this formula, charge and spin), kcal per mole: 0.0
E_tot, eV: -211944.3077
Gap between HOMO and LUMO (spin up / spin down), Eh: 0.26049 / 0.26330
E_HOMO (spin up / spin down), Eh: -0.369 / -0.374
E_LUMO (spin up / spin down), eV: -2.96 / -3.02

=====

No. 4
This record from the OMol25 dataset describes C5H8N2O in the gas phase at a distorted geometry. The level of theory is ωB97M-V with the def2-TZVPD basis set.

Geometry (Å):
H (2.850, 0.711, 1.976)
N (2.178, 0.950, 1.236)
C (1.250, 0.073, 1.198)
N (0.325, 0.098, 0.224)
C (0.342, 1.069, -0.833)
C (-1.069, 0.915, -1.369)
O (-1.421, -0.431, -1.044)
C (-0.707, -0.862, -0.014)
C (-0.919, -1.963, 0.646)
H (0.984, -0.639, 1.984)
H (1.079, 0.848, -1.612)
H (0.525, 2.063, -0.425)
H (-1.753, 1.624, -0.878)
H (-1.190, 1.004, -2.449)
H (-0.256, -2.311, 1.429)
H (-1.769, -2.581, 0.341)

Relative energy (zero: lowest compared OMol25 entry of this formula, charge and spin), kcal per mole: 32.9
E_tot, eV: -10341.2990
Gap between HOMO and LUMO, Eh: 0.34118
SMILES: [H]/N=C/N1CCOC1=C
E_HOMO, Eh: -0.306
E_LUMO, eV: 0.95

=====

No. 5
This record from the OMol25 dataset describes C2H4N4 in the gas phase at a distorted geometry. The level of theory is ωB97M-V with the def2-TZVPD basis set.

Geometry (Å):
C (-0.836, -0.775, 0.494)
C (-0.422, 0.096, -0.648)
N (0.708, 1.142, -0.109)
N (1.616, 0.445, 0.392)
N (1.509, -0.762, 0.283)
N (0.219, -1.142, -0.379)
H (-0.593, -0.257, 1.441)
H (-1.789, -1.264, 0.259)
H (-0.900, 0.370, -1.669)
H (0.488, 2.147, -0.063)

Relative energy (zero: lowest compared OMol25 entry of this formula, charge and spin), kcal per mole: 106.5
E_tot, eV: -8094.6937
Gap between HOMO and LUMO, Eh: 0.36476
SMILES: C1[C@H]2NN=NN12
E_HOMO, Eh: -0.331
E_LUMO, eV: 0.91

=====

No. 6
This record from the OMol25 dataset describes C4H6N2O in the gas phase. The level of theory is ωB97M-V with the def2-TZVPD basis set.

Geometry (Å):
C (0.798, -1.546, -0.419)
N (1.293, -0.404, 0.319)
C (0.642, 0.787, 0.433)
O (0.951, 1.644, 1.242)
N (-0.377, 1.002, -0.546)
C (-1.749, 0.509, -0.211)
C (-1.528, 1.742, 0.034)
H (1.587, -2.299, -0.475)
H (0.529, -1.248, -1.435)
H (-0.079, -2.007, 0.058)
H (2.004, -0.544, 1.020)
H (-2.326, -0.388, -0.359)
H (-1.745, 2.751, 0.337)

Relative energy (zero: lowest compared OMol25 entry of this formula, charge and spin), kcal per mole: 86.3
E_tot, eV: -9269.7608
Gap between HOMO and LUMO, Eh: 0.35161
SMILES: CNC(=O)N1C=C1
E_HOMO, Eh: -0.318
E_LUMO, eV: 0.90